Entry 1:
The following is a DFT calculation (the ωB97M-V functional and the def2-TZVPD basis) of a molecular structure, C10H33FInO5S6.

Last column: Mulliken charge in e.
Geometry (Å):
F -3.464 3.047 3.934  -0.71
In -2.129 2.362 5.295  0.93
S -0.349 1.220 3.955  -0.62
H -1.465 3.722 6.181  -0.32
H -2.961 1.171 6.280  -0.30
H 0.602 2.120 4.041  0.03
C -3.559 -1.739 0.115  -0.77
S -3.043 -1.276 1.774  0.56
O -4.058 -1.850 2.698  -0.67
C -3.384 0.471 1.594  -0.47
H -3.444 -2.818 0.029  0.27
H -4.603 -1.463 -0.035  0.35
H -2.916 -1.250 -0.616  0.20
H -4.443 0.607 1.373  0.33
H -2.763 0.863 0.788  0.28
H -3.116 0.991 2.510  -0.08
C -0.981 -4.085 -2.971  -1.08
S -0.841 -2.390 -3.545  0.66
O -1.278 -1.527 -2.416  -0.61
C -2.203 -2.473 -4.702  -1.05
H -0.243 -4.227 -2.185  0.33
H -1.983 -4.248 -2.575  0.32
H -0.774 -4.759 -3.802  0.38
H -3.107 -2.749 -4.158  0.42
H -1.962 -3.189 -5.483  0.36
H -2.318 -1.484 -5.140  0.27
C -0.357 -0.232 -7.469  -0.85
S 0.530 -1.757 -7.800  0.39
O -0.049 -2.784 -6.896  -0.55
C 2.075 -1.246 -7.044  -0.70
H -1.379 -0.363 -7.818  0.32
H -0.347 -0.039 -6.397  0.20
H 0.116 0.585 -8.012  0.38
H 1.903 -0.985 -6.000  0.11
H 2.482 -0.399 -7.596  0.36
H 2.760 -2.089 -7.105  0.33
C 4.516 -0.345 -1.418  -1.01
S 3.318 -1.070 -2.541  0.53
O 3.147 -0.106 -3.663  -0.63
C 1.902 -0.899 -1.460  -0.40
H 5.477 -0.324 -1.926  0.33
H 4.203 0.667 -1.167  0.31
H 4.584 -0.960 -0.521  0.36
H 1.777 0.144 -1.172  0.34
H 2.043 -1.526 -0.580  0.38
H 1.033 -1.226 -2.021  -0.22
C 3.347 4.256 8.097  -0.96
S 2.052 3.007 8.211  0.47
O 1.322 3.028 6.935  -0.49
C 1.036 3.912 9.388  -0.94
H 4.068 3.907 7.361  0.31
H 2.908 5.197 7.768  0.29
H 3.834 4.370 9.067  0.37
H 0.765 4.875 8.958  0.30
H 1.582 4.037 10.325  0.37
H 0.138 3.321 9.555  0.30

Output
frontier orbital gap: 6.337 eV
net charge: -1
HOMO level: -0.1682 hartree
E_LUMO: 1.8 eV

Entry 2:
The following is a DFT calculation (the ωB97M-V functional and the def2-TZVPD basis) of a molecular structure, C3H7N2O.

Last column: Mulliken charge in e.
Geometry (Å):
C -0.486 -1.542 -0.175  -0.19
C -1.224 -0.230 -0.215  -0.40
C 1.269 -0.339 0.340  0.18
N 0.736 -1.531 0.100  -0.31
N -0.179 0.765 -0.132  -0.37
O 2.303 0.191 -0.248  -0.44
H -0.988 -2.423 -0.359  0.49
H -1.718 0.031 -1.111  0.37
H -1.764 -0.448 0.705  0.29
H 1.592 -0.184 1.336  0.33
H 0.154 1.023 -1.129  0.36
H -0.390 1.615 0.375  0.30
H 2.612 -0.209 -1.148  0.39

Output
frontier orbital gap: 12.106 eV
net charge: +1
HOMO level: -0.5851 hartree
ΔE to the lowest compared entry with this formula, charge and spin: 61.54 kcal/mol
E_LUMO: -3.8 eV

Entry 3:
The following is a DFT calculation (the ωB97M-V functional and the def2-TZVPD basis) of a molecular structure, C44H31BrF5N2O3SW.

Last column: Mulliken charge in e.
Geometry (Å):
W -0.180 0.144 -0.579  1.13
O -1.485 0.585 -1.770  0.64
C -2.637 1.419 -1.984  2.69
C -3.312 1.340 -0.621  -2.13
C -2.502 1.968 0.482  0.85
C -3.160 2.899 1.263  -0.96
C -2.515 3.508 2.315  -1.19
C -1.212 3.162 2.562  -0.62
C -0.561 2.237 1.756  0.68
C 0.902 2.030 2.053  -2.12
C 1.425 0.609 2.001  2.02
O 1.181 0.266 0.608  0.88
C 0.687 -0.408 2.854  0.40
C -0.161 -0.037 3.889  -0.51
C -0.773 -1.008 4.680  -0.95
C -0.533 -2.351 4.436  -0.74
C 0.325 -2.723 3.401  -0.64
C 0.935 -1.759 2.617  0.31
C 2.917 0.606 2.293  -0.26
C 3.391 0.308 3.566  -0.28
C 4.753 0.374 3.830  -0.92
C 5.641 0.729 2.825  -0.65
C 5.167 1.025 1.555  -0.66
C 3.809 0.966 1.288  -0.37
N -1.196 1.644 0.715  -0.25
C -3.432 0.786 -3.108  -0.77
C -2.832 0.701 -4.364  -0.29
C -3.490 0.082 -5.411  -0.96
C -4.758 -0.458 -5.216  -0.44
C -5.357 -0.378 -3.971  -1.12
C -4.690 0.236 -2.914  -0.03
C -2.246 2.866 -2.330  0.13
C -3.216 3.657 -2.950  -0.34
C -2.963 4.982 -3.269  -0.97
C -1.723 5.539 -2.993  -0.55
C -0.753 4.766 -2.375  -1.25
C -1.016 3.444 -2.039  0.21
H -3.477 0.287 -0.385  0.45
H -4.282 1.830 -0.661  0.68
H -4.188 3.138 1.027  0.55
H -3.022 4.246 2.928  0.46
H -0.660 3.613 3.375  0.59
H 1.137 2.464 3.022  0.50
H 1.476 2.589 1.311  0.61
H -0.343 1.010 4.110  0.44
H -1.421 -0.708 5.495  0.48
H -0.993 -3.106 5.062  0.43
H 0.533 -3.770 3.214  0.54
H 1.619 -2.052 1.822  0.14
H 2.707 0.019 4.355  0.45
H 5.118 0.134 4.821  0.45
H 6.703 0.768 3.030  0.40
H 5.858 1.285 0.762  0.45
H 3.451 1.156 0.284  0.18
H -1.844 1.122 -4.516  0.45
H -3.017 0.024 -6.383  0.45
H -5.274 -0.942 -6.036  0.44
H -6.345 -0.792 -3.815  0.45
H -5.178 0.286 -1.948  0.41
H -4.182 3.231 -3.193  0.45
H -3.734 5.573 -3.745  0.43
H -1.511 6.564 -3.269  0.43
H 0.222 5.185 -2.160  0.48
H -0.219 2.880 -1.577  0.16
O -1.876 -5.192 -0.576  -0.50
C -1.696 -3.915 -0.250  1.15
C -2.390 -3.302 0.829  -1.03
C -2.160 -1.988 1.126  -0.44
N -1.280 -1.331 0.361  0.57
C -0.654 -1.892 -0.644  0.12
Br 1.464 0.512 -2.424  -0.35
C -0.789 -3.193 -1.020  -1.41
H -2.508 -5.628 0.009  0.32
H -3.084 -3.873 1.433  0.40
H -2.618 -1.476 1.962  0.55
H -0.238 -3.647 -1.830  0.62
F 7.604 -5.304 -1.197  -0.30
C 6.513 -4.545 -1.061  0.65
C 6.602 -3.173 -1.166  0.08
F 7.790 -2.608 -1.404  -0.30
C 5.471 -2.398 -1.026  -0.13
F 5.615 -1.070 -1.153  -0.37
C 4.213 -2.943 -0.771  0.05
S 2.805 -1.949 -0.581  -0.07
C 4.168 -4.335 -0.677  0.13
F 3.000 -4.953 -0.435  -0.30
C 5.286 -5.128 -0.817  -0.03
F 5.197 -6.459 -0.716  -0.30

Output
frontier orbital gap (alpha / beta): 3.829 / 3.842 eV
net charge: +1
HOMO level (alpha / beta): -0.3125 / -0.3131 hartree
ΔE to the lowest compared entry with this formula, charge and spin: 49.46 kcal/mol
E_LUMO (alpha / beta): -4.7 / -4.7 eV

Entry 4:
The following is a DFT calculation (the ωB97M-V functional and the def2-TZVPD basis) of a molecular structure, C22H61AgB2F8N5O6.

Last column: Mulliken charge in e.
Geometry (Å):
Ag 1.266 -0.151 -0.357  3.38
B 2.229 2.641 1.995  0.14
F 2.086 3.221 3.267  -0.32
F 3.440 1.856 1.806  -0.48
F 1.145 1.710 1.800  -0.18
F 2.131 3.644 0.987  -0.45
B 0.418 -2.234 -2.162  0.07
F 0.638 -0.897 -2.544  -0.37
F 0.505 -3.104 -3.182  -0.29
F 1.506 -2.409 -1.132  -0.46
F -0.823 -2.377 -1.499  -0.39
C -7.396 2.697 0.094  -1.73
C -6.297 1.904 -0.684  1.62
C -6.588 0.427 -0.899  -1.07
O -5.404 -0.189 -1.279  -0.13
C -5.315 -1.553 -1.623  -0.66
N -5.984 2.569 -1.969  -0.61
H -8.417 2.448 -0.151  0.38
H -7.281 3.738 -0.151  0.47
H -7.266 2.531 1.150  0.40
H -5.370 1.927 -0.074  -0.43
H -7.342 0.314 -1.730  0.32
H -6.994 -0.061 -0.023  0.41
H -4.240 -1.796 -1.547  0.05
H -5.758 -1.791 -2.583  0.28
H -5.901 -2.129 -0.859  0.34
H -5.550 1.913 -2.599  0.22
H -6.754 3.010 -2.461  0.23
C 4.007 -0.609 -2.563  -1.34
C 4.164 0.386 -1.424  0.66
C 3.549 1.723 -1.652  -1.12
O 2.156 1.578 -1.931  -0.40
C 1.450 2.823 -2.062  -0.99
N 3.497 -0.143 -0.163  -0.79
H 4.189 -1.653 -2.248  0.05
H 4.729 -0.266 -3.334  0.51
H 3.045 -0.568 -3.004  0.20
H 5.213 0.531 -1.175  0.49
H 4.006 2.279 -2.486  0.43
H 3.576 2.363 -0.757  0.46
H 1.673 3.127 -3.051  0.39
H 1.671 3.480 -1.271  0.45
H 0.399 2.512 -2.133  0.08
H 3.616 0.422 0.676  0.45
H 3.889 -1.114 -0.053  -0.01
C 2.548 -2.502 2.969  -1.81
C 1.579 -2.370 1.750  3.43
C 0.399 -3.295 1.745  -1.08
O -0.616 -2.705 2.489  -0.36
C -1.786 -3.457 2.710  -0.81
N 1.069 -0.961 1.763  -0.73
H 2.787 -3.561 3.214  0.35
H 2.127 -2.014 3.833  0.50
H 3.513 -2.079 2.683  0.46
H 2.095 -2.561 0.818  -2.14
H 0.700 -4.327 2.066  0.48
H 0.003 -3.397 0.713  0.40
H -1.489 -4.536 2.792  0.35
H -2.573 -3.426 1.927  0.26
H -2.245 -3.184 3.678  0.26
H 0.068 -0.958 1.874  0.07
H 1.530 -0.237 2.282  0.25
C 6.104 -5.220 -0.068  -1.63
C 5.177 -4.141 -0.595  0.09
C 3.901 -4.703 -1.159  -0.27
O 3.168 -5.283 -0.113  -0.42
C 1.992 -5.908 -0.521  -0.79
N 4.755 -3.176 0.455  -0.37
H 5.701 -5.710 0.827  0.32
H 7.066 -4.788 0.210  0.43
H 6.155 -5.911 -0.890  0.42
H 5.685 -3.649 -1.402  0.46
H 4.189 -5.473 -1.877  0.65
H 3.321 -3.951 -1.701  -0.13
H 1.429 -6.202 0.388  0.23
H 2.155 -6.800 -1.117  0.36
H 1.385 -5.307 -1.198  0.21
H 3.933 -3.625 0.841  -0.05
H 5.401 -3.095 1.227  0.25
C -3.210 3.930 -0.086  -1.03
C -1.771 4.508 0.013  0.04
C -1.663 5.914 0.610  -0.78
O -0.324 6.280 0.386  -0.25
C 0.236 7.290 1.182  -0.78
N -0.935 3.473 0.685  -0.23
H -3.686 3.853 0.886  0.41
H -3.122 2.904 -0.457  -0.14
H -3.784 4.547 -0.784  0.47
H -1.362 4.555 -1.013  0.21
H -1.962 5.798 1.683  0.33
H -2.283 6.647 0.107  0.40
H -0.292 8.271 1.255  0.34
H 1.227 7.590 0.763  0.23
H 0.366 6.940 2.257  0.29
H 0.026 3.770 0.701  -0.03
H -1.289 3.420 1.640  0.28
C -2.579 0.284 1.240  -0.95
C -2.020 0.229 -0.134  0.14
O -0.725 0.839 -0.135  0.37
H -3.506 -0.305 1.283  0.35
H -2.867 1.299 1.540  0.13
H -1.920 -0.196 1.963  0.28
H -2.635 0.891 -0.806  0.11
H -1.938 -0.739 -0.542  0.19
H -0.725 1.795 0.188  -0.28

Output
frontier orbital gap (alpha / beta): 9.750 / 6.792 eV
net charge: 0
HOMO level (alpha / beta): -0.3357 / -0.3357 hartree
multiplicity: 2
E_LUMO (alpha / beta): 0.6 / -2.3 eV

Number 1: strongest force on any atom 0.95 eV/A. Number 2: strongest force on any atom 4.88 eV/A. Number 3: strongest force on any atom 2.81 eV/A. Number 4: strongest force on any atom 3.03 eV/A.